No. 1
Formula: C29H35B2Br5CaF7KN8O10
Source: the OMol25 dataset
Level of theory: ωB97M-V with the def2-TZVPD basis set

Geometry as XYZ:
```
98
Properties=species:S:1:pos:R:3:forces:R:3:mulliken_charge:R:1
C -1.502331 -1.680843 0.365854 0.3 -0.6 0.5 -0.700
O -1.946442 -0.510223 -0.277943 -0.1 -0.3 -0.2 -0.372
C -1.994971 0.559933 0.613346 0.1 0.7 0.4 -0.624
C -1.566207 1.772772 -0.186584 -1.1 0.2 0.1 0.022
C -1.559989 3.080832 0.600643 0.4 -0.1 0.0 -1.403
C -0.768072 4.175504 -0.144765 -0.7 0.6 0.0 0.726
C -0.447930 3.861223 -1.605301 -0.1 1.1 -0.5 -1.505
N 0.864673 3.148750 -1.810992 0.1 1.0 1.0 0.154
C 1.458453 2.710503 -0.687850 -1.5 -2.4 1.8 0.534
N 2.254703 1.595325 -0.833156 -2.9 0.5 -1.0 0.405
F 2.948104 1.053235 0.211374 -1.6 -0.4 -0.7 -0.255
N 1.365502 3.324137 0.639445 -4.7 -1.4 -2.7 -0.080
C 0.542198 4.559662 0.548699 -0.8 0.4 -0.9 -0.385
C 0.357625 5.280925 1.856314 0.5 -0.6 0.5 0.357
C 1.377250 5.283922 2.775024 2.0 -0.8 0.1 -0.447
C 1.338164 5.944468 3.998226 -1.7 0.5 -0.7 -0.898
C 0.122169 6.616512 4.248676 2.3 -0.3 0.8 -0.264
C -0.847884 6.508635 3.256436 -1.4 1.1 1.0 -0.330
N -0.788219 5.895464 2.089571 -0.1 -0.3 -0.5 -0.351
H -1.353774 -2.489990 -0.354327 -0.2 0.3 -0.1 0.324
H -2.222975 -2.012059 1.128985 0.2 0.0 -0.1 0.270
H -0.525486 -1.492397 0.835434 -0.2 -0.2 0.1 0.339
H -1.226151 0.451340 1.403027 -0.3 -0.3 0.1 0.560
H -2.997455 0.687307 1.106262 0.8 -0.1 -0.5 -0.079
H -0.606571 1.516694 -0.659832 -0.2 0.0 0.2 0.195
H -2.303930 1.903735 -0.992515 0.3 -0.2 0.0 0.246
H -2.594438 3.398663 0.759227 0.2 0.0 0.0 0.429
H -1.137321 2.975273 1.613611 -0.1 -0.1 -0.2 0.319
H -1.383977 5.082724 -0.149479 0.2 -0.1 0.0 0.821
H -1.234288 3.321117 -2.137503 0.3 -0.3 0.3 0.285
H -0.374992 4.826146 -2.125562 0.3 -0.2 0.0 0.608
H 1.495926 3.659389 -2.421680 -0.1 -0.6 -0.5 0.313
H 2.323282 1.165924 -1.764102 0.4 -0.7 0.5 -0.269
H 0.954648 2.640802 1.288691 0.2 0.1 0.2 -0.017
H 1.080682 5.239215 -0.141907 0.1 -0.2 0.2 0.549
H 2.291410 4.720438 2.523991 -0.2 0.2 0.1 -0.108
H 2.175267 5.934868 4.693018 -0.2 0.0 -0.2 0.616
H -0.111314 7.274980 5.292112 0.6 -1.6 -2.6 0.258
H -1.796309 7.004181 3.480339 0.1 -0.1 -0.1 0.394
C 1.264581 3.295178 7.011090 -0.1 0.1 0.2 -0.393
Br -0.222313 4.160100 7.870036 0.1 0.0 -0.3 0.034
Br 0.859159 2.645636 5.235035 -0.1 0.0 0.1 0.042
Br 2.815985 4.442057 6.996553 0.0 -0.1 0.1 -0.032
H 1.507293 2.426850 7.606897 0.1 0.0 -0.1 0.359
C -0.038212 -8.033069 -0.967444 0.1 0.0 -0.5 -0.026
C 0.972859 -7.203031 -1.422626 -0.1 0.0 0.1 -0.627
C 1.176880 -5.970865 -0.818661 0.3 0.1 -0.3 -0.174
C 0.362626 -5.598228 0.235893 0.0 -0.2 0.0 -0.071
C -0.652987 -6.419810 0.693191 -0.3 -0.1 0.2 -0.395
C -0.852405 -7.648574 0.082294 0.0 0.0 0.0 -0.489
N 0.595325 -4.305766 0.883091 0.1 0.8 0.1 0.933
O 1.462008 -3.583320 0.445899 0.2 -0.2 -0.4 -0.479
O -0.103889 -3.967007 1.825358 -0.5 -0.5 0.2 -0.618
H -0.208498 -9.087208 -1.481241 0.5 2.4 0.8 0.032
H 1.604634 -7.513183 -2.245340 0.0 0.0 0.0 0.441
H 1.965908 -5.319014 -1.172328 0.0 0.1 0.2 0.603
H -1.287120 -6.118502 1.514926 0.1 0.1 0.0 0.447
H -1.640658 -8.305993 0.427622 0.0 0.0 0.0 0.410
C -3.303725 -0.909414 6.818875 0.0 0.0 0.0 -0.427
C -3.569720 -1.915261 5.899230 0.0 0.1 0.1 -0.525
C -4.041403 -1.594172 4.637546 0.0 -0.3 -0.1 -0.350
C -4.237131 -0.263616 4.311160 0.1 0.0 0.3 0.297
C -3.983004 0.749263 5.220269 0.0 0.3 0.0 -0.453
C -3.514069 0.420974 6.481070 0.0 -0.1 0.0 -0.526
N -4.711527 0.082801 2.967607 -0.1 0.1 0.1 1.020
O -4.943672 -0.826356 2.198515 0.0 0.0 -0.1 -0.594
O -4.841512 1.264711 2.699569 0.1 -0.1 -0.1 -0.608
H -2.929777 -1.163271 7.802383 0.0 0.0 0.0 0.400
H -3.405821 -2.950423 6.165467 0.0 0.0 0.0 0.384
H -4.246540 -2.379551 3.924645 0.0 0.1 -0.1 0.458
H -4.142288 1.785789 4.959946 0.0 -0.1 -0.1 0.487
H -3.308532 1.202518 7.200016 0.0 0.0 0.0 0.437
B 2.476897 -1.829903 -5.569274 1.8 -2.3 1.2 0.747
O 1.040147 -1.514973 -5.294883 -0.2 1.2 -0.8 -0.625
C 1.000995 -0.326094 -4.657072 -1.6 -0.7 1.4 0.286
O -0.005944 0.215168 -4.297405 0.2 0.2 -0.4 -0.552
C 2.396904 0.195734 -4.497506 2.6 0.4 0.5 0.850
O 2.713518 1.238716 -3.976625 -0.7 -0.2 0.1 -0.677
O 3.248395 -0.669840 -5.030401 -1.3 0.7 -0.5 -0.347
F 2.665112 -1.927357 -6.993569 -0.8 1.2 0.0 -0.304
F 2.832303 -2.965927 -4.955886 -0.1 0.1 -0.3 -0.189
K 3.426592 3.086321 0.285153 10.5 4.8 2.5 1.122
Br -0.658014 -10.717278 -1.674490 -0.6 -2.5 -0.5 -0.482
C 1.853615 -3.436836 -10.271640 0.0 -0.5 -0.2 0.469
O 2.616565 -4.165901 -9.686566 0.0 0.2 0.1 -0.562
N 1.263860 -3.766768 -11.455342 0.0 0.1 0.0 -0.384
N 1.509350 -2.183379 -9.779858 -0.4 0.6 0.3 -0.264
H 0.629159 -3.169894 -11.950405 0.0 0.0 0.0 0.161
H 1.489196 -4.665419 -11.841528 0.0 0.0 0.0 0.245
H 1.930359 -1.914031 -8.908254 0.4 -0.5 -0.3 0.237
H 0.878856 -1.556131 -10.245365 0.1 -0.1 -0.2 0.141
Ca 1.091600 -0.089304 -7.203875 0.0 -0.6 -0.7 1.275
B 4.180664 -1.662380 -0.250202 0.3 -1.2 0.2 0.467
F 4.285364 -1.880491 1.132583 -0.1 0.4 -0.3 -0.386
F 5.284442 -0.901630 -0.695062 -0.2 0.4 -0.1 -0.406
F 4.146157 -2.889257 -0.929946 -0.1 0.5 0.0 -0.350
F 2.978200 -0.927987 -0.523670 -0.1 -1.0 -0.8 -0.343
Br -1.335780 8.035518 6.229736 -1.7 1.4 1.9 -0.762
```
Forces are in eV/Å.

Calculated values
E_tot (hartree): -17212.6741
LUMO (eV): -4.982
Total charge: 0
Strongest force on any atom (eV Å⁻¹): 11.80

=====

No. 2
Formula: C29H35Br15F18O12
Source: the OMol25 dataset
Level of theory: ωB97M-V with the def2-TZVPD basis set

Geometry as XYZ:
```
109
Properties=species:S:1:pos:R:3:forces:R:3:mulliken_charge:R:1
C 4.880388 -1.882133 -3.109257 0.1 -0.2 0.0 0.788
Br 5.018888 -0.897096 -4.787048 0.4 -0.2 0.8 -0.069
Br 6.083322 -1.116248 -1.666939 -0.7 -1.0 -1.5 -0.063
Br 5.029791 -3.866357 -3.426191 0.2 1.5 0.4 -0.082
H 3.848108 -1.745293 -2.787114 0.3 0.0 0.2 -0.587
C 1.028656 -1.646042 -6.202365 0.3 0.9 0.1 -0.383
Br 0.970572 -0.690430 -7.952549 0.1 -0.7 1.1 -0.058
Br 1.207541 -0.321560 -4.715146 -0.2 -0.5 -0.9 0.019
Br 2.480861 -2.935971 -6.062888 -1.0 0.3 -0.3 -0.012
H 0.050570 -2.105517 -6.059817 0.4 -0.1 -0.1 0.420
C 3.003945 4.046796 -2.337666 -0.8 0.7 -0.1 -0.366
Br 3.381161 5.539825 -3.647482 -0.5 -1.2 1.2 -0.063
Br 3.437397 2.347211 -3.146270 -0.1 0.5 0.1 0.101
Br 1.110470 4.093009 -1.578582 1.7 0.0 -0.9 0.160
H 3.639149 4.184390 -1.462637 -0.1 0.1 -0.3 0.214
C -2.358781 -6.466469 -2.783612 -0.2 -0.7 0.3 -0.440
Br -3.622263 -5.306128 -3.735166 0.6 -0.6 0.7 -0.034
Br -3.213432 -8.216886 -2.185498 0.6 1.5 -0.4 -0.067
Br -1.447696 -5.578171 -1.299747 -0.3 -0.8 -0.7 0.076
H -1.580525 -6.770395 -3.483639 -0.3 0.1 0.2 0.415
C -3.362441 -4.062411 2.334239 -0.8 -0.3 -0.1 0.138
Br -4.468425 -5.136810 3.562064 0.7 0.4 -0.2 -0.059
Br -3.290191 -2.219889 2.955268 -0.1 -0.5 -0.4 -0.033
Br -4.152193 -4.321015 0.558595 0.2 0.5 0.6 -0.010
H -2.340579 -4.436641 2.272122 -0.3 -0.1 0.3 -0.130
C -9.963905 -0.216291 -1.306546 0.1 0.0 -0.4 -1.189
C -8.969148 -1.296721 -0.934995 -1.3 0.0 -0.5 -0.189
O -7.744857 -0.814996 -1.454195 2.8 -0.5 -0.4 -0.226
C -6.792734 -1.724562 -1.782146 -3.1 -3.7 0.7 0.028
O -7.042265 -2.951848 -1.881116 1.5 4.2 0.2 -0.604
C -5.385585 -1.139806 -1.940180 -0.4 0.2 -1.5 1.287
F -5.421656 0.211765 -1.881913 0.5 -0.8 0.7 -0.269
F -4.549577 -1.718902 -1.104354 0.0 0.8 0.9 -0.073
F -4.917070 -1.452857 -3.153355 -0.1 0.1 -0.5 -0.268
H -9.666082 0.725232 -0.845089 -0.4 0.0 0.2 0.305
H -10.995653 -0.516641 -1.123810 0.1 0.2 0.4 0.394
H -9.901802 -0.054739 -2.382709 0.1 0.0 -0.1 0.320
H -9.243513 -2.232419 -1.422110 0.2 -0.1 0.2 0.308
H -8.884073 -1.420411 0.144609 0.1 -0.1 0.0 0.284
C 3.161014 -0.397230 -0.100025 -0.6 0.8 0.5 -0.521
C 2.008272 0.254125 -0.866124 1.3 -0.7 -0.5 1.326
O 0.788329 -0.456078 -0.551875 -1.2 0.9 0.5 -0.076
C 0.410151 -1.539061 -1.196749 3.3 -0.1 -2.2 0.031
O 1.135246 -2.123762 -2.012602 -2.3 0.7 1.9 -0.544
C -1.010445 -1.957192 -0.801531 -1.0 -0.1 0.2 0.694
F -0.925386 -2.718046 0.318626 -0.1 0.2 -0.4 0.012
F -1.847623 -0.916465 -0.534743 1.1 -0.8 0.0 -0.153
F -1.576854 -2.663150 -1.778104 0.3 0.4 0.3 -0.183
H 2.954617 -0.198047 0.951557 -0.1 -0.2 0.2 -0.079
H 4.087743 0.153698 -0.260464 0.0 -0.4 -0.4 0.234
H 3.232413 -1.478501 -0.217751 0.2 0.2 -0.3 0.167
H 2.143641 0.323737 -1.945442 -0.1 -0.8 0.0 -0.627
H 1.980810 1.312643 -0.607519 -0.9 -0.2 0.6 -0.150
C -0.129562 0.102032 2.363394 -0.8 1.4 -0.8 0.590
C 0.813984 0.984310 3.153567 1.1 -1.6 -0.5 0.109
O 0.175693 2.196355 3.532590 0.0 1.6 0.7 -0.407
C 0.354908 3.318126 2.792287 1.1 -3.3 -4.8 0.340
O 0.913902 3.282971 1.668391 -1.5 0.7 3.8 -0.406
C -0.308371 4.562554 3.367405 1.0 -1.4 0.1 0.784
F 0.635904 5.031870 4.171358 1.2 1.7 0.3 -0.274
F -0.644677 5.406592 2.405482 0.0 0.0 0.9 -0.122
F -1.272843 4.248216 4.199417 -1.7 0.1 -0.3 -0.257
H -0.465857 0.689117 1.508807 0.0 -0.1 -0.3 -0.690
H -1.031642 -0.028924 2.961066 0.1 -0.5 0.1 0.218
H 0.266248 -0.830019 1.960020 0.2 0.1 0.5 -0.043
H 1.784895 1.172372 2.695258 -0.4 0.3 -0.5 -0.200
H 1.097531 0.347790 3.991739 -0.3 0.9 0.9 0.403
C 3.394141 -5.952071 1.170460 -0.4 -0.7 -0.8 -1.400
C 2.307777 -4.865004 0.912531 1.3 -2.6 -1.2 0.092
O 2.132895 -4.228312 2.104750 -2.6 2.0 4.1 -0.259
C 1.055770 -4.541154 2.912082 -1.1 -4.3 -3.2 0.377
O 0.279993 -5.533716 2.694847 3.1 4.6 1.1 -0.607
C 0.895682 -3.606926 4.123260 1.7 0.2 -0.8 0.935
F -0.345814 -3.126235 4.103741 0.7 0.2 0.5 -0.144
F 1.149534 -4.308558 5.224464 -0.5 0.3 0.1 -0.255
F 1.851991 -2.603491 4.066605 -1.8 -0.8 0.2 -0.245
H 3.759860 -6.416994 0.254934 -0.1 0.3 -0.3 0.412
H 2.935076 -6.796189 1.685066 -0.1 0.2 0.3 0.357
H 4.293021 -5.670792 1.719099 -0.3 0.6 0.1 0.313
H 1.383385 -5.372152 0.636154 0.0 0.1 -0.3 0.198
H 2.608131 -4.141656 0.154467 0.0 0.1 0.1 0.258
C 6.971768 6.357117 2.120626 0.7 -0.2 -1.4 -1.130
C 5.965294 5.987116 3.132226 -0.7 1.5 -0.2 -0.185
O 5.770492 4.591628 3.261646 -1.0 -1.7 -0.1 -0.247
C 5.008697 3.891025 2.382143 0.1 2.8 -2.6 0.247
O 4.611561 4.298714 1.266577 1.1 -1.7 3.9 -0.526
C 4.753677 2.470094 2.946189 0.4 -0.2 2.0 0.973
F 3.531642 2.345185 3.497660 0.2 0.7 -0.2 -0.279
F 4.860415 1.546447 2.041328 0.2 -0.6 -1.3 -0.243
F 5.639779 2.155255 3.940541 -0.5 0.5 -0.8 -0.273
H 7.006603 7.437960 1.983982 0.0 0.0 0.2 0.364
H 6.679471 5.924690 1.163725 0.2 0.1 -0.1 0.308
H 7.973877 6.011919 2.375038 0.0 0.0 0.0 0.310
H 5.013561 6.450319 2.871947 -0.2 -0.1 0.0 0.300
H 6.301885 6.448899 4.060433 -0.4 -0.9 0.5 0.325
C -2.421307 1.384690 -2.509135 0.2 -0.3 0.6 -1.248
C -2.408749 2.120273 -1.144931 -0.5 -1.2 -1.3 0.408
O -2.310619 3.517447 -1.433410 0.5 0.5 -1.5 -0.178
C -2.299145 4.341417 -0.436532 -0.2 -0.5 3.0 0.481
O -2.357778 3.984121 0.736737 0.0 1.1 -1.8 -0.600
C -2.161058 5.849916 -0.845360 0.2 -0.2 0.8 0.740
F -0.992771 6.305282 -0.351125 -0.3 -0.1 -0.3 -0.194
F -2.170459 6.008396 -2.161025 -0.1 0.2 0.0 -0.238
F -3.130543 6.599631 -0.288527 0.2 -0.5 -0.4 -0.264
H -3.313086 1.615423 -3.091867 0.4 0.3 -0.2 0.435
H -2.416545 0.299821 -2.403553 -0.4 0.0 0.6 0.104
H -1.467815 1.497159 -3.025193 -0.2 0.8 -0.3 0.334
H -1.562770 1.741922 -0.571119 -0.1 0.5 0.4 -0.316
H -3.365935 2.014774 -0.634280 0.2 -0.4 0.3 0.402
```
Forces are in eV/Å.

Calculated values
E_tot (hartree): -42436.6478
LUMO (eV): -0.759
Total charge: 0
Strongest force on any atom (eV Å⁻¹): 5.88

=====

No. 3
Formula: C29H35Cl2I2NO2P2STeV
Source: the OMol25 dataset
Level of theory: ωB97M-V with the def2-TZVPD basis set

Geometry as XYZ:
```
76
Properties=species:S:1:pos:R:3:forces:R:3:lowdin_spin:R:1
V 0.126365 -0.134367 -0.226781 -2.0 -0.7 -0.7 2.520
Cl 1.668067 -3.788149 2.902687 0.0 0.0 0.0 0.006
C 1.829736 -2.062273 3.022460 -0.2 0.0 -0.2 0.018
C 2.563683 -1.521201 4.078025 0.1 0.3 0.1 -0.009
C 2.718846 -0.163611 4.189338 0.0 -0.3 0.1 0.018
Cl 3.645613 0.475667 5.508474 0.0 0.1 0.1 0.004
C 2.134702 0.712198 3.250395 0.0 -0.1 -0.2 0.000
C 2.211180 2.120871 3.304933 -0.2 0.0 -0.1 0.054
C 1.559349 2.867126 2.356366 0.2 0.0 0.3 -0.005
C 0.903553 2.222830 1.306992 -0.1 -0.2 -0.1 0.065
N 0.867598 0.902796 1.188811 1.1 1.7 1.9 0.002
C 1.418796 0.140557 2.171187 0.3 0.0 0.7 0.020
C 1.220360 -1.269119 2.052831 0.0 -0.4 0.2 -0.001
O 0.520417 -1.743372 1.064093 0.1 0.2 0.6 0.018
H 3.008570 -2.180813 4.809015 0.0 0.0 0.0 -0.001
H 2.757640 2.588784 4.110881 0.0 0.0 0.0 0.003
H 1.561516 3.946206 2.403906 0.0 0.0 0.0 -0.002
H 0.391574 2.789642 0.536975 0.0 0.0 0.0 0.004
C 2.397498 2.214671 -1.572606 -0.1 -0.1 0.1 0.012
P 0.850702 1.277564 -1.969090 0.7 0.9 -1.3 0.073
C -0.034475 2.583251 -2.899062 -0.1 -0.1 0.2 0.012
C 1.540347 0.187945 -3.272925 0.0 -0.2 0.0 0.007
C 1.686247 0.561535 -4.605409 -0.1 0.0 0.1 0.001
C 2.314223 -0.288547 -5.502088 0.0 0.1 0.0 0.001
C 2.835784 -1.499037 -5.069235 0.0 -0.1 0.0 0.000
C 2.688128 -1.882275 -3.745812 0.0 0.1 0.0 -0.001
C 2.029974 -1.050859 -2.844353 -0.1 -0.1 0.0 0.000
P 1.655570 -1.529222 -1.112196 2.1 -0.7 -1.3 0.044
C 1.437636 -3.341599 -1.251488 -0.1 0.1 0.1 0.002
C 3.304722 -1.438593 -0.306863 -0.1 -0.1 -0.1 0.016
H 3.073584 2.195834 -2.426549 0.0 0.1 0.0 0.000
H 2.899504 1.773079 -0.712265 0.0 0.0 0.0 0.001
H 2.135775 3.246519 -1.336910 0.1 0.0 0.1 0.001
H 0.664177 3.170653 -3.494982 0.0 0.0 -0.1 0.001
H -0.520351 3.246073 -2.178264 0.0 0.0 0.0 0.000
H -0.809462 2.145408 -3.528471 0.0 0.0 0.0 0.000
H 1.295253 1.511911 -4.943644 0.0 0.0 -0.1 0.000
H 2.406827 -0.001860 -6.541313 0.0 0.0 0.0 0.000
H 3.344428 -2.149666 -5.768652 0.0 0.0 0.0 0.000
H 3.090665 -2.830459 -3.409803 0.0 0.0 0.0 0.000
H 0.877022 -3.584733 -2.153955 0.0 0.0 0.0 0.000
H 0.899129 -3.693126 -0.372991 0.0 0.0 0.0 0.000
H 2.410822 -3.833101 -1.279453 0.0 0.0 -0.1 0.000
H 4.082674 -1.799835 -0.979929 0.0 0.0 0.0 0.001
H 3.282265 -2.054412 0.592500 0.1 0.0 0.0 0.000
H 3.517696 -0.408268 -0.022022 0.1 0.0 0.0 0.001
I -2.459739 0.960920 -0.754341 -1.1 1.4 0.5 0.043
I -3.172717 3.819356 -0.244535 0.1 0.2 0.1 0.015
Te -1.716034 -1.517644 -1.417988 -1.1 -2.0 -1.8 0.017
C -2.252452 -1.284676 -3.491846 0.2 -0.2 -0.1 0.017
C -1.894088 -2.357960 -4.305091 0.2 0.0 0.1 0.000
C -2.427463 -2.503207 -5.574756 0.0 0.0 -0.1 0.001
C -3.338387 -1.572851 -6.053072 0.0 0.0 0.0 -0.002
C -3.671299 -0.480500 -5.267046 0.0 0.0 0.0 0.001
C -3.132205 -0.334025 -3.995987 0.1 0.1 0.2 0.000
H -1.197656 -3.102034 -3.930808 -0.1 0.0 0.0 0.000
H -2.155453 -3.360342 -6.177268 0.0 0.0 0.0 0.000
H -3.795187 -1.707383 -7.024540 0.0 0.0 0.0 0.000
H -4.383384 0.251663 -5.624650 0.0 0.0 0.0 0.000
H -3.421809 0.524866 -3.403052 0.0 -0.1 0.0 0.000
C -2.187387 -4.323535 2.503838 0.0 0.0 0.1 0.000
C -2.055913 -2.920430 3.078726 0.1 0.1 -0.4 0.000
S -2.181940 -1.754819 1.674150 -1.1 -0.3 0.9 0.003
O -1.694462 -0.417823 2.105572 0.4 0.3 0.2 0.015
C -4.023404 -1.583971 1.697426 0.3 0.0 -0.1 0.001
C -4.475198 -0.605963 2.765421 0.1 0.0 0.0 0.000
H -2.081960 -5.080474 3.280405 0.0 0.0 0.0 0.000
H -1.408000 -4.495158 1.760462 0.0 0.0 0.0 0.000
H -3.156937 -4.464103 2.023357 0.0 -0.1 0.0 0.000
H -1.068557 -2.752763 3.505750 0.0 0.0 0.0 0.000
H -2.817382 -2.688132 3.821941 0.0 0.1 0.0 0.000
H -4.438922 -2.585617 1.807291 0.0 0.0 0.0 0.000
H -4.279539 -1.209578 0.705673 0.0 -0.1 0.0 0.001
H -4.538835 -1.073334 3.747709 0.0 0.0 0.0 0.000
H -5.447025 -0.185796 2.512295 -0.1 -0.1 0.0 0.000
H -3.759274 0.214429 2.818123 -0.1 0.0 0.0 0.000
```
Forces are in eV/Å.

Calculated values
E_tot (hartree): -5140.0536
LUMO (alpha / beta) (eV): -0.401 / -0.596
Energy relative to the best compared isomer or geometry (same formula, charge and spin) (kcal/mol): 57.0
Total charge: 0
2S+1: 4
Strongest force on any atom (eV Å⁻¹): 2.92